(1)
Below is a 3-piece molecular cluster, C3H8N2O2 overall, with properties calculated with ωB97M-V with the def2-TZVPD basis set.

The geometry in ORCA input format:
```
! RIJCOSX wB97M-V def2-TZVPD def2/J DEFGRID3
* xyz 0 1
C 0.6362 2.6370 -1.7296
C 0.6554 1.8174 -0.6016
N 0.1302 0.6257 -1.0304
C -0.1907 0.7021 -2.3739
N 0.1075 1.8960 -2.8081
H 0.8145 3.6708 -1.9376
H 0.9331 2.1511 0.3964
H 0.3170 -0.2912 -0.6788
H -0.9808 -0.0445 -2.7072
O -1.1179 -0.9506 5.4808
H -1.1149 -0.0841 5.9380
H -1.6578 -1.5246 6.0408
O 0.2871 -3.4178 -1.0043
H 0.1701 -4.2166 -1.5301
H 1.0111 -2.9707 -1.4544
*
```

The HOMO-LUMO gap comes out at 9.463 eV. For the strongest force on any atom, the calculation gives 2.78 eV/A. Its structure (SMILES) is c1c[nH]cn1.O.O. Its molar mass is 104.11 g/mol. The LUMO energy is 0.62 eV.

---

(2)
Below is an isolated molecule of C3H8N2O2, with properties calculated with ωB97M-V with the def2-TZVPD basis set.

The geometry in ORCA input format:
```
! RIJCOSX wB97M-V def2-TZVPD def2/J DEFGRID3
* xyz 0 1
N 0.1420 0.8091 1.8268
C 1.0332 0.0765 0.9858
O 1.8732 -0.5630 1.5282
C 1.1784 0.1323 -0.4899
N -0.1994 0.4325 -0.9659
C -1.3411 -0.5115 -1.0835
O -0.8077 -1.7878 -0.5246
H -0.3087 0.3237 2.5380
H -0.1275 1.7892 1.5677
H 1.8312 0.9048 -0.9252
H 1.4351 -0.7806 -0.9430
H -0.3956 1.3328 -1.2734
H -2.1350 -0.1522 -0.4254
H -1.6354 -0.6398 -2.1092
H -0.5429 -1.3659 0.2935
*
```

The HOMO-LUMO gap comes out at 9.218 eV. For the strongest force on any atom, the calculation gives 4.92 eV/A. Its structure (SMILES) is NC(=O)CNCO. Its molar mass is 104.11 g/mol. The LUMO energy is 0.67 eV.